Entry 1:
Computed, not measured: a structure of composition C18H32CrO3S2 at a distorted geometry, with the ωB97M-V functional and the def2-TZVPD basis.

CARTESIAN COORDINATES (ANGSTROEM)
Cr1 0.66 -0.18 0.45
C1 4.36 3.00 -0.19
C2 3.92 2.25 -1.26
C3 2.92 1.28 -1.12
C4 2.25 1.08 0.10
C5 2.81 1.75 1.16
C6 3.82 2.70 1.03
H1 5.04 3.82 -0.37
H2 4.25 2.40 -2.26
H3 2.66 0.83 -2.04
H4 2.43 1.67 2.15
H5 4.02 3.25 1.99
C7 1.32 -0.78 -4.50
C8 2.24 -1.72 -3.66
S1 1.46 -1.99 -2.05
O1 1.04 -0.64 -1.68
C9 -0.11 -2.83 -2.52
C10 -1.36 -1.95 -2.40
H6 2.01 -0.28 -5.19
H7 0.80 0.03 -3.87
H8 0.58 -1.41 -5.00
H9 3.16 -1.26 -3.29
H10 2.46 -2.74 -4.05
H11 -0.12 -3.76 -2.00
H12 0.08 -2.98 -3.65
H13 -1.21 -0.98 -2.89
H14 -1.54 -1.81 -1.34
H15 -2.08 -2.47 -3.03
O2 -0.03 -2.32 0.68
S2 -1.01 -2.82 1.73
C11 -2.75 -2.15 1.58
C12 -3.23 -2.40 3.00
C13 -2.20 -1.72 3.85
C14 -0.83 -1.86 3.26
H16 -3.25 -2.69 0.82
H17 -2.68 -1.06 1.47
H18 -3.17 -3.46 3.19
H19 -4.20 -1.97 3.21
H20 -2.14 -2.18 4.87
H21 -2.34 -0.67 3.97
H22 -0.30 -2.50 4.02
H23 -0.38 -0.88 3.06
C15 -0.91 2.30 -0.41
C16 -1.32 1.88 1.09
C17 -2.83 1.96 1.20
C18 -0.53 2.98 1.81
O3 -0.79 0.63 1.49
H24 -1.50 3.17 -0.60
H25 -1.03 1.50 -1.09
H26 0.15 2.58 -0.43
H27 -3.19 1.67 2.22
H28 -3.29 1.24 0.51
H29 -3.16 2.97 0.91
H30 -0.82 3.98 1.52
H31 0.50 2.69 1.60
H32 -0.65 2.88 2.91

## Properties
HOMO (spin up / spin down)	-6.78 / -7.99	eV
energy relative to the best compared isomer or geometry (same formula, charge and spin)	21.3	kcal/mol
DFT total energy	-75416.3546	eV
2S+1	5
<S²>	6.026
Kohn-Sham gap (spin up / spin down)	7.061 / 8.268	eV

Entry 2:
Computed, not measured: a structure of composition C18H32F18N3O21S6V at a distorted geometry, with the ωB97M-V functional and the def2-TZVPD basis.

CARTESIAN COORDINATES (ANGSTROEM)
O1 -0.55 1.16 1.20
V1 0.11 0.28 0.19
C1 0.09 -7.41 0.30
O2 1.11 -6.61 0.79
C2 2.22 -6.49 0.00
C3 3.18 -5.49 0.67
N1 3.12 -4.06 0.22
H1 2.24 -3.84 -0.25
H2 3.20 -3.56 1.14
C4 4.23 -3.53 -0.69
C5 4.49 -2.12 -0.42
O3 5.42 -2.16 0.62
C6 6.04 -0.88 0.76
H3 -0.88 -6.97 0.43
H4 0.09 -8.31 0.93
H5 0.13 -7.64 -0.77
H6 2.03 -6.20 -1.05
H7 2.64 -7.51 -0.03
H8 4.26 -5.65 0.54
H9 3.03 -5.52 1.76
H10 3.97 -3.74 -1.73
H11 5.09 -4.15 -0.49
H12 3.64 -1.52 -0.17
H13 4.93 -1.68 -1.34
H14 6.75 -1.11 1.53
H15 5.33 -0.17 1.14
H16 6.33 -0.57 -0.22
C7 -3.64 5.16 -4.21
O4 -4.51 5.06 -3.11
C8 -4.73 3.70 -2.98
C9 -5.23 3.40 -1.63
N2 -4.18 3.70 -0.66
H17 -3.36 3.22 -0.94
H18 -3.86 4.66 -0.64
C10 -4.41 3.54 0.80
C11 -2.99 3.84 1.48
O5 -2.81 5.17 1.00
C12 -1.67 5.96 1.22
H19 -3.94 4.48 -5.07
H20 -2.63 4.89 -3.95
H21 -3.61 6.24 -4.60
H22 -3.78 3.20 -3.12
H23 -5.45 3.43 -3.76
H24 -5.49 2.36 -1.48
H25 -6.10 4.04 -1.42
H26 -4.84 2.54 0.94
H27 -5.07 4.35 1.11
H28 -2.27 3.13 1.08
H29 -2.98 3.83 2.57
H30 -1.95 6.71 1.95
H31 -1.37 6.31 0.21
H32 -0.85 5.40 1.63
C13 0.14 -3.06 3.96
F1 0.96 -3.48 4.95
F2 -0.65 -4.16 3.78
F3 -0.66 -2.18 4.50
S1 0.94 -2.54 2.38
O6 2.18 -3.21 2.51
O7 0.07 -2.98 1.39
N3 0.91 -0.97 2.27
S2 1.83 -0.15 3.41
O8 1.81 -0.91 4.63
O9 3.06 0.33 2.90
C14 0.81 1.34 3.88
F4 1.07 2.41 3.20
F5 -0.47 1.08 3.85
F6 1.11 1.66 5.17
C15 0.07 2.84 -3.49
F7 -0.76 3.49 -4.31
F8 0.88 2.16 -4.26
F9 0.83 3.80 -2.96
S3 -1.03 2.08 -2.31
O10 -0.12 1.20 -1.55
O11 -1.51 3.28 -1.63
O12 -1.96 1.33 -3.08
C16 2.64 3.42 0.35
F10 3.01 3.58 1.57
F11 1.41 3.77 0.15
F12 3.34 4.28 -0.35
S4 2.98 1.75 -0.36
O13 1.99 0.81 0.26
O14 2.78 2.00 -1.78
O15 4.31 1.52 0.15
C17 -0.13 -3.58 -2.32
F13 -1.35 -3.20 -1.92
F14 0.30 -4.52 -1.44
F15 -0.23 -4.27 -3.49
S5 1.00 -1.99 -2.39
O16 0.40 -1.20 -3.43
O17 0.94 -1.40 -1.07
O18 2.30 -2.63 -2.51
C18 -3.34 -0.75 1.80
F16 -3.09 -2.02 2.02
F17 -4.64 -0.62 2.18
F18 -2.71 0.06 2.68
S6 -3.06 -0.35 0.01
O19 -1.61 -0.68 -0.04
O20 -3.88 -1.31 -0.62
O21 -3.36 1.10 -0.11

## Properties
HOMO (spin up / spin down)	-7.42 / -7.69	eV
DFT total energy	-206268.1872	eV
2S+1	2
<S²>	0.761
total charge	-1
Kohn-Sham gap (spin up / spin down)	9.489 / 9.768	eV

Entry 3:
Computed, not measured: a cluster of 4 separate species, C18H32F2N4O2S in total at a distorted geometry, with the ωB97M-V functional and the def2-TZVPD basis.

CARTESIAN COORDINATES (ANGSTROEM)
C1 6.74 -3.45 1.49
C2 5.42 -3.32 0.80
C3 4.59 -1.92 0.98
N1 3.19 -1.92 0.41
C4 2.40 -3.17 0.76
C5 0.80 -3.11 0.40
C6 -0.05 -3.52 1.76
F1 -1.53 -3.36 1.54
S1 2.45 -0.47 1.13
O1 3.54 0.61 1.46
O2 1.49 0.25 0.09
F2 1.66 -0.81 2.62
H1 6.90 -4.15 2.45
H2 7.67 -2.89 1.06
H3 5.03 -4.26 0.20
H4 4.56 -1.70 2.15
H5 5.21 -1.09 0.40
H6 2.50 -3.39 1.91
H7 2.83 -4.14 0.21
H8 0.44 -2.13 -0.12
H9 0.57 -3.99 -0.38
H10 0.33 -2.99 2.73
H11 0.11 -4.69 1.89
C7 -0.16 -0.26 -5.10
C8 0.19 0.47 -3.81
C9 1.18 -0.30 -2.93
C10 0.56 -1.63 -2.53
N2 0.05 -2.74 -2.20
H12 -0.67 -1.21 -4.89
H13 -0.84 0.34 -5.71
H14 0.73 -0.47 -5.69
H15 -0.73 0.68 -3.25
H16 0.63 1.44 -4.07
H17 1.41 0.27 -2.03
H18 2.11 -0.49 -3.47
C11 -1.81 0.77 1.44
C12 -1.92 0.52 2.94
C13 -3.37 0.28 3.39
C14 -4.21 1.51 3.07
N3 -4.92 2.52 2.81
H19 -2.34 1.67 1.13
H20 -0.76 0.91 1.16
H21 -2.20 -0.08 0.87
H22 -1.50 1.38 3.47
H23 -1.32 -0.35 3.21
H24 -3.39 0.10 4.47
H25 -3.79 -0.59 2.89
C15 -2.29 4.69 0.02
C16 -3.55 5.29 -0.61
C17 -4.36 4.26 -1.41
C18 -3.51 3.71 -2.54
N4 -2.81 3.25 -3.48
H26 -1.60 4.32 -0.74
H27 -1.76 5.45 0.60
H28 -2.55 3.87 0.69
H29 -3.26 6.12 -1.26
H30 -4.18 5.71 0.18
H31 -5.25 4.74 -1.82
H32 -4.68 3.44 -0.76

## Properties
HOMO	-8.55	eV
SMILES	C=CCN(CCCF)S(=O)(=O)F.CCCC#N.CCCC#N.CCCC#N
DFT total energy	-45498.6767	eV
Kohn-Sham gap	7.191	eV

Entry 4:
Computed, not measured: a structure of composition C18H32GeN5O6SeW, with the ωB97M-V functional and the def2-TZVPD basis.

CARTESIAN COORDINATES (ANGSTROEM)
W1 0.77 -1.70 1.01
N1 -0.86 -1.24 2.54
C1 -1.17 0.23 2.55
C2 -2.66 0.56 2.60
C3 -3.49 0.14 1.38
C4 -4.85 0.86 1.37
N2 -4.77 2.29 1.11
C5 -4.90 2.89 -0.08
N3 -4.95 4.21 -0.15
N4 -4.97 2.18 -1.20
C6 -0.48 0.88 1.35
O1 -0.91 1.85 0.81
O2 0.66 0.25 0.99
H1 -1.70 -1.77 2.30
H2 -0.63 -1.54 3.49
H3 -0.69 0.65 3.43
H4 -2.71 1.64 2.72
H5 -3.08 0.12 3.51
H6 -3.70 -0.93 1.40
H7 -2.96 0.37 0.45
H8 -5.35 0.74 2.33
H9 -5.51 0.40 0.63
H10 -4.69 2.90 1.90
H11 -5.01 4.78 0.68
H12 -5.01 4.69 -1.03
H13 -4.96 1.17 -1.20
H14 -5.21 2.62 -2.08
O3 -2.43 -2.80 -1.16
C7 -1.54 -2.93 -0.41
O4 -0.55 -1.86 -0.25
C8 -1.18 -3.98 0.55
C9 -1.88 -5.11 0.93
C10 -1.43 -5.92 1.99
C11 -0.32 -5.58 2.72
C12 0.37 -4.41 2.33
C13 0.00 -3.66 1.22
N5 1.42 -3.80 3.02
O5 1.76 -2.60 2.47
O6 2.02 -4.20 3.96
H15 -2.81 -5.36 0.41
H16 -1.99 -6.81 2.25
H17 0.00 -6.16 3.58
H18 0.97 -3.39 0.43
C14 4.64 1.97 -0.57
Ge1 5.49 0.38 0.16
C15 6.30 -0.71 -1.23
C16 6.64 0.70 1.69
C17 3.91 -0.68 0.90
Se1 2.81 -1.42 -0.56
C18 3.67 -3.14 -0.76
H19 5.39 2.58 -1.08
H20 4.19 2.58 0.21
H21 3.88 1.70 -1.30
H22 7.13 -0.13 -1.65
H23 5.61 -0.92 -2.05
H24 6.72 -1.64 -0.84
H25 7.49 1.29 1.36
H26 7.01 -0.24 2.09
H27 6.12 1.25 2.47
H28 3.27 0.02 1.46
H29 4.18 -1.52 1.54
H30 4.65 -2.96 -1.19
H31 3.07 -3.73 -1.44
H32 3.76 -3.62 0.21

## Properties
HOMO (spin up / spin down)	-17.10 / -17.10	eV
energy relative to the best compared isomer or geometry (same formula, charge and spin)	9.8	kcal/mol
DFT total energy	-162582.2675	eV
total charge	+3
Kohn-Sham gap (spin up / spin down)	6.079 / 6.082	eV